Computed, not measured: 3 unconnected molecules or ions with the total composition C6H12O4 at a distorted geometry, with the ωB97M-V functional and the def2-TZVPD basis.

Electronic energy: -14601.3662 eV
Total charge: 0
Energy above the lowest of the compared OMol25 structures with the same formula, charge and spin: 134.8 kcal/mol
Frontier orbital gap: 9.2 eV

Element x y z (Å)
C 1.89331 0.23429 3.13771
C 0.44443 -0.04912 3.45715
O -0.29995 -0.04105 2.24216
C -1.64648 -0.44120 2.29939
C -2.31663 0.73026 1.54062
C -2.58629 0.22358 0.11382
C -3.11774 -1.20158 0.21968
O -3.59597 -1.40084 1.38329
O -1.09970 -2.32414 2.18999
H 2.31088 -0.53643 2.47554
H 1.99932 1.20692 2.63895
H 2.47653 0.24819 4.06755
H 0.32598 -1.02436 3.95322
H 0.02645 0.71896 4.12885
H -1.96738 -0.38217 3.35227
H -3.21452 1.04780 2.08335
H -1.74759 1.66480 1.49635
H -3.35269 0.82606 -0.38424
H -1.66087 0.20714 -0.47871
O -2.40454 -2.16716 -0.25445
H -1.91885 -2.77704 2.40416
H -1.57718 -2.58677 0.72327

Here are the Löwdin charges for atoms 1 to 2, given in e:
1 C -0.069
2 C -0.259


Computed, not measured: a molecular structure, C11H40N14O11 at a distorted geometry, with the ωB97M-V functional and the def2-TZVPD basis.

Electronic energy: -55415.4550 eV
Total charge: 0
Energy above the lowest of the compared OMol25 structures with the same formula, charge and spin: 722.5 kcal/mol
Frontier orbital gap: 8.1 eV

Element x y z (Å)
C -1.06525 4.59781 0.77440
C -1.20317 3.12089 0.49404
O -1.68691 2.61800 1.75430
O -2.21174 5.15729 1.37953
H -0.86080 5.19271 -0.11577
H -0.28622 4.72385 1.52630
H -0.19934 2.73940 0.30728
H -1.89149 2.88483 -0.31750
H -1.42934 1.69469 1.80689
H -2.28518 4.57649 2.14038
C -0.39560 -0.36710 -0.52111
C -0.63168 1.15739 -0.48727
O 0.54148 1.83336 -0.55365
O 0.05906 -0.78961 0.81639
H 0.43052 -0.60877 -1.18986
H -1.31069 -0.90507 -0.76867
H -1.41363 1.38697 0.23657
H -1.13577 1.42230 -1.41669
H 0.93263 1.32501 0.16062
H -0.14260 -1.72505 0.89314
C -1.53902 0.40292 2.82346
O -2.38315 -0.17922 2.11246
N -1.88032 1.02340 3.93753
N -0.33755 0.67360 2.47963
H -1.24690 1.67306 4.38115
H -2.84540 1.03521 4.23515
H 0.31167 1.17464 3.06919
H -0.04264 0.38909 1.55649
C 1.90204 -3.54122 2.38286
O 2.58155 -4.17068 3.14296
N 2.12133 -3.53624 1.08619
N 0.90125 -2.77349 2.65882
H 1.71234 -2.85356 0.46428
H 2.83269 -4.12037 0.67045
H 0.40086 -2.22120 1.97715
H 0.70833 -2.54491 3.62351
C 0.66618 -2.21189 -3.02727
O 0.42340 -3.23178 -3.57299
N 1.19193 -1.28261 -3.71901
N 0.65396 -2.05322 -1.72115
H 1.47696 -1.44030 -4.67505
H 1.66125 -0.53165 -3.23332
H 0.99019 -1.24657 -1.21482
H 0.33218 -2.88154 -1.24112
C 2.30557 3.11168 -2.01136
O 2.02215 4.06219 -1.21357
N 2.81306 3.40552 -3.14721
N 2.09467 1.85096 -1.78681
H 3.23462 2.67677 -3.70516
H 2.80173 4.40009 -3.32274
H 2.52236 1.24913 -2.47599
H 1.46358 1.58483 -1.04451
C -3.36585 0.58357 -1.08286
O -2.64297 1.04688 -0.25369
N -2.95190 -0.33851 -1.80910
N -4.64463 0.80706 -1.32562
H -1.96550 -0.50951 -1.67545
H -3.47871 -0.65121 -2.61209
H -4.85925 0.78538 -2.31232
H -5.21832 1.49471 -0.85860
C 2.63196 -0.11152 -0.36227
O 2.22969 -0.76071 -1.24085
N 1.85698 0.08424 0.71490
N 3.81793 0.37217 -0.26520
H 0.90290 -0.24546 0.74839
H 2.35746 0.22959 1.58005
H 4.60527 0.35726 -0.89762
H 4.05082 0.57130 0.69720
C -0.69669 -3.46938 0.41641
O -0.11894 -2.40523 0.20112
N -0.49171 -4.50397 -0.27360
N -1.27898 -3.75597 1.52364
H -0.94447 -5.34748 0.04829
H -0.48190 -4.37418 -1.27518
H -1.37605 -3.08100 2.26869
H -1.60226 -4.70607 1.63727

Here are the Löwdin charges for atoms 1 to 2, given in e:
1 C -0.225
2 C -0.229


Computed, not measured: a gas-phase ion, C4H8NS (charge +1) at a distorted geometry, with the ωB97M-V functional and the def2-TZVPD basis.

Electronic energy: -16591.3983 eV
Total charge: +1
Energy above the lowest of the compared OMol25 structures with the same formula, charge and spin: 92.4 kcal/mol
Frontier orbital gap (alpha / beta): 8.7 / 8.7 eV

Element x y z (Å)
C 0.77083 -0.85096 -0.02448
C 2.01603 -0.60518 0.02143
C -0.34075 -1.74971 -0.01293
C -0.75980 0.65069 0.69558
N -0.84906 1.76141 -0.32032
S -1.77554 -0.64367 -0.17154
H 2.63817 0.09114 0.63833
H 2.70382 -1.17105 -0.71965
H -0.18770 -2.55199 -0.79408
H -0.58002 -2.25137 0.92200
H -0.88604 1.05805 1.64304
H -0.60412 1.48038 -1.28874
H -0.37990 2.71682 -0.03681
H -1.76592 2.06543 -0.55184

Here are the Löwdin charges for atoms 1 to 2, given in e:
1 C -0.160
2 C 0.060


Computed, not measured: 14 unconnected molecules or ions with the total composition C21H70N6O14 at a distorted geometry, with the ωB97M-V functional and the def2-TZVPD basis.

Electronic energy: -60511.5599 eV
Total charge: 0
Energy above the lowest of the compared OMol25 structures with the same formula, charge and spin: 52.0 kcal/mol
Frontier orbital gap: 8.2 eV

Element x y z (Å)
C 3.38373 0.37388 -2.90289
C 4.63373 1.14688 -3.22289
O 4.25073 2.07788 -4.16589
H 2.58973 1.06488 -2.52289
H 3.68373 -0.44012 -2.22789
H 3.04573 -0.20612 -3.77289
H 5.38673 0.51788 -3.71889
H 5.18973 1.57488 -2.32589
H 5.03373 2.56088 -4.41889
C 3.04073 -3.20112 -1.85989
C 1.98873 -4.29312 -1.98689
O 0.80073 -3.70712 -2.39889
H 3.94673 -3.51812 -1.34889
H 2.82473 -2.23112 -1.40889
H 3.35673 -2.83612 -2.84189
H 2.00373 -4.86512 -1.06289
H 2.34673 -5.06412 -2.71289
H 0.75873 -3.54112 -3.31689
C 0.34573 -0.70512 -0.31589
C -0.78327 -0.10612 0.51711
O -0.37927 1.07288 1.11511
H 1.18273 -0.86412 0.35311
H 0.84473 -0.01912 -1.02289
H 0.06973 -1.58912 -0.93589
H -1.07027 -0.81212 1.24211
H -1.68527 0.16188 -0.09089
H -1.02227 1.25188 1.82411
C -2.78327 2.01588 -2.47189
C -1.41627 2.42688 -2.00089
O -1.54927 2.83588 -0.64089
H -2.71027 1.70388 -3.47289
H -3.57127 2.81488 -2.48689
H -3.08227 1.12188 -1.83289
H -1.01427 3.25788 -2.61489
H -0.63627 1.64388 -2.00189
H -0.71727 3.08488 -0.25589
C 3.12673 -3.07812 1.57511
C 3.83373 -3.01612 2.94111
O 3.05273 -3.78112 3.82211
H 3.18373 -4.02312 1.09811
H 3.59073 -2.31012 0.94211
H 2.01373 -2.68712 1.65911
H 4.01673 -2.02912 3.25711
H 4.88173 -3.25612 2.83211
H 3.57073 -3.88912 4.63911
C -3.59227 -2.01912 -1.64189
C -3.71927 -2.08712 -0.10389
O -4.10427 -0.87712 0.38011
H -4.38027 -1.44912 -2.13389
H -3.59827 -2.98512 -2.03589
H -2.66527 -1.45912 -1.85289
H -2.83127 -2.52412 0.34411
H -4.51827 -2.78212 0.06011
H -4.46027 -0.90712 1.29311
C -1.21327 -0.49412 -4.07789
C 0.28373 -0.46312 -3.98489
O 0.73173 -0.48712 -5.27089
H -1.48627 0.40488 -4.69889
H -1.59327 -0.28612 -3.08889
H -1.52027 -1.49612 -4.51689
H 0.59673 -1.31712 -3.47889
H 0.64873 0.38288 -3.45889
H 1.26373 0.33488 -5.43089
C -4.57527 2.57388 1.06511
O -4.51327 3.96988 1.12311
N -3.73327 1.85888 0.36211
N -5.44127 1.86988 1.72911
H -2.88327 2.26388 0.04811
H -3.69527 0.81888 0.29211
H -6.23327 2.42188 2.14511
H -5.67427 0.86888 1.58511
C -0.01927 5.08088 1.25011
O -1.24027 5.59788 1.58611
N 0.26273 3.83688 1.41411
N 0.96073 5.75788 0.78711
H -0.48327 3.33788 1.95511
H 1.14473 3.37788 1.15811
H 0.75673 6.76688 0.53311
H 1.91273 5.61288 0.92411
C 2.99773 1.52388 0.44211
O 3.12173 0.48388 1.30611
N 1.84973 1.99988 0.09011
N 4.05873 2.14188 -0.07189
H 0.93473 1.61188 0.46511
H 1.80173 2.69288 -0.69089
H 5.00173 1.73188 -0.05689
H 3.97273 2.87088 -0.77289
C -0.98727 2.49188 4.05511
O -1.72627 2.79988 2.88511
H -0.82027 1.45088 4.31311
H -1.43727 2.93488 4.91711
H 0.03773 2.99888 4.04711
H -2.72227 2.80388 3.17511
C -3.43727 -0.57712 3.55711
O -2.04327 -0.92212 3.69111
H -3.47427 0.32088 2.92911
H -3.93427 -0.20712 4.43211
H -4.04827 -1.38712 3.05411
H -1.90027 -1.84812 3.56211
C 1.18773 -0.53412 3.81811
O 1.48073 0.78088 3.52611
H 2.08173 -1.09412 3.65211
H 0.48973 -0.91412 3.06011
H 0.90173 -0.61012 4.89111
H 1.83173 0.80988 2.61711
C -1.08327 -4.72412 -0.05689
O -0.22427 -3.62612 0.30111
H -0.48127 -5.50112 -0.44389
H -1.86727 -4.29712 -0.73289
H -1.67627 -5.03512 0.86011
H 0.16773 -3.31612 -0.53689

Here are the Löwdin charges for atoms 1 to 2, given in e:
1 C -0.082
2 C -0.366


Computed, not measured: a gas-phase ion, C11H12NO3 (charge -1) at a distorted geometry, with the ωB97M-V functional and the def2-TZVPD basis.

Electronic energy: -19229.3419 eV
Total charge: -1
Energy above the lowest of the compared OMol25 structures with the same formula, charge and spin: 1.2 kcal/mol
Frontier orbital gap (alpha / beta): 4.5 / 6.5 eV
⟨S²⟩: 2.021
Multiplicity: 3

Element x y z (Å)
C 3.32394 -0.52850 0.88777
C 2.23534 0.30133 0.39913
C 2.92785 -1.80170 0.49011
C 1.34856 -0.60757 -0.19981
C -0.93858 1.84886 -1.28985
C -2.39571 -1.39194 0.52594
C -2.05516 1.59757 -0.34972
C -1.45321 1.07614 0.95092
C -1.23663 -0.48265 0.82411
C 0.04513 -0.28072 -0.85885
C -0.53890 -1.43873 -1.62784
N 0.01372 1.02336 -1.38160
O -3.31471 -0.94064 -0.20772
O -2.20328 -2.52542 0.99934
O 1.82060 -1.82764 -0.18574
H 4.25113 -0.18461 1.20296
H 2.08661 1.38797 0.50442
H 3.63431 -2.62381 0.43570
H -0.85865 2.77828 -1.93533
H -2.67145 2.56839 -0.25799
H -2.75729 0.75922 -0.47357
H -0.47028 1.53196 1.28268
H -2.24042 1.29144 1.62533
H -0.54901 -0.89271 1.52874
H 0.04457 -1.43678 -2.63179
H -1.59148 -1.46864 -1.74659
H -0.33852 -2.35548 -1.08036

Here are the Löwdin charges for atoms 1 to 2, given in e:
1 C -0.054
2 C -0.022


Computed, not measured: 2 unconnected molecules or ions with the total composition C10H22NO3P, with the ωB97M-V functional and the def2-TZVPD basis.

Electronic energy: -27647.9744 eV
SMILES string: CCCPCCCCN.O=C1OCCO1
Total charge: 0
Energy above the lowest of the compared OMol25 structures with the same formula, charge and spin: 46.3 kcal/mol
Frontier orbital gap: 9.2 eV

Element x y z (Å)
C 3.36937 -2.09436 1.29724
C 3.81265 -0.65652 1.01299
C 2.73187 0.16330 0.29489
P 1.45966 0.81155 1.48269
C -0.08884 0.61238 0.48611
C -1.35672 0.67068 1.35660
C -2.36758 -0.44590 1.05655
C -2.03600 -1.77476 1.72793
N -0.89488 -2.42454 1.07076
H 2.28135 -2.17462 1.36679
H 3.77632 -2.47236 2.23638
H 3.69041 -2.78297 0.51344
H 4.09172 -0.15348 1.94437
H 4.71958 -0.65734 0.40355
H 3.18313 1.01508 -0.22018
H 2.24548 -0.45624 -0.46497
H 1.28907 -0.40394 2.19430
H -0.08672 1.40933 -0.26461
H -0.03992 -0.33167 -0.05659
H -1.08337 0.61925 2.41700
H -1.84728 1.63934 1.23260
H -2.39069 -0.60900 -0.02473
H -3.36861 -0.12924 1.35623
H -2.93023 -2.40950 1.75123
H -1.76221 -1.58311 2.77133
H -1.00724 -2.36516 0.06401
H -0.85771 -3.41080 1.29291
O -1.95759 -0.55090 -2.37303
C -1.72951 0.59799 -2.57422
O -2.48814 1.62235 -2.12069
C -1.80238 2.85367 -2.37358
C -0.86302 2.47145 -3.50609
O -0.68763 1.06550 -3.29564
H -2.53263 3.61392 -2.63472
H -1.26481 3.14401 -1.46977
H -1.31563 2.62204 -4.48719
H 0.10877 2.95458 -3.46388

Here are the Löwdin charges for atoms 1 to 2, given in e:
1 C -0.129
2 C -0.339


Q: The highest total charge belongs to which entry?
A: C4H8NS


Q: Which of these has the lowest energy above the lowest of the compared OMol25 structures with the same formula, charge and spin?
A: C11H12NO3


Q: Among the records above, which one has the highest electronic energy?
A: C6H12O4